DFT (wB97M-V/def2-TZVPD) results for a structure of composition C4H4ErO2 in a non-equilibrium geometry.

```
11
Properties=species:S:1:pos:R:3:forces:R:3:lowdin_charge:R:1
O 0.898797 0.879017 0.839603 1.5 -2.1 -1.9 -0.29
C 1.276232 -0.400890 0.363859 -2.4 1.2 0.6 -0.14
H 0.066542 -0.336431 0.158800 0.0 -1.2 0.8 0.02
C 1.655603 -1.431417 -0.519862 1.5 2.5 -0.2 0.01
C 0.806949 -2.590869 -0.056472 -1.5 -0.1 -0.3 -0.06
C -0.149882 -1.447223 -0.197631 -3.3 1.3 1.1 -0.22
O -1.454201 -0.863198 0.103945 1.6 -0.5 0.2 -0.33
H 2.032035 -1.192720 -1.517680 1.2 -0.9 0.6 0.15
H 0.950461 -3.013426 0.950304 0.4 0.4 -0.4 0.13
H 0.622007 -3.400955 -0.777908 0.2 0.5 0.1 0.13
Er -1.390854 1.298866 1.098234 0.7 -1.3 -0.6 1.60
```
Forces are in eV/Å.

## Properties
**Energy**: -35911.182 eV
**2S+1**: 4
**Charge**: +1
**Maximum force**: 3.68 eV/A

DFT (wB97M-V/def2-TZVPD) results for a cluster of 2 separate species, C4H6N3 in total in a non-equilibrium geometry.

```
13
Properties=species:S:1:pos:R:3:forces:R:3:lowdin_charge:R:1
C 2.119674 0.576138 0.237748 1.3 0.2 -3.3 -0.07
C -1.844292 -1.949154 0.664592 -3.4 -1.2 -1.8 0.11
C -0.220589 1.181832 -2.125734 -0.1 -0.3 1.2 0.13
C -0.006027 -0.446126 0.549095 -0.4 -1.3 1.0 -0.19
N 1.112717 -0.194255 0.793825 0.5 0.0 1.1 0.12
N -1.015009 -1.117345 0.976640 2.5 1.6 1.4 0.13
N -0.150602 0.413566 -1.281815 -1.1 0.2 -1.7 0.12
H 1.868229 0.664411 -0.950491 1.5 -0.1 3.1 0.12
H 3.161212 0.274145 0.486572 -0.9 -0.5 -0.5 0.12
H -2.298452 -2.028363 -0.316055 0.4 -0.1 -0.7 0.11
H -2.382769 -2.523183 1.387748 0.1 -0.4 0.9 0.11
H 2.050153 1.512103 0.728279 -0.2 1.3 0.2 0.09
H -0.271083 2.049373 -2.717880 -0.1 0.5 -0.9 0.10
```
Forces are in eV/Å.

## Properties
**Charge**: +1
**Maximum force**: 4.03 eV/A
**Energy above the lowest of the compared OMol25 structures with the same formula, charge and spin**: 92.5 kcal/mol

DFT (wB97M-V/def2-TZVPD) results for a cluster of 2 separate species, C5H14 in total in a non-equilibrium geometry.

```
19
Properties=species:S:1:pos:R:3:forces:R:3:lowdin_charge:R:1
C 1.706634 1.743796 0.874820 0.6 0.2 0.2 -0.13
C 0.200993 1.979651 0.807744 -0.1 0.1 0.4 -0.31
C -0.324192 1.756444 -0.608503 0.5 0.5 -0.9 -0.12
H 1.920440 0.678557 0.952887 0.1 -0.1 -0.4 0.07
H 2.267253 2.195854 1.695482 -0.6 0.1 0.5 0.06
H 2.229114 2.193558 0.030192 -0.2 -0.3 -0.4 0.06
H -0.282734 1.279309 1.493769 -0.1 -0.1 -0.1 0.09
H -0.086838 2.949791 1.214027 0.2 0.2 -0.3 0.09
H -1.125249 2.406019 -0.970676 -0.5 -0.3 0.7 0.07
H 0.429283 2.032112 -1.363269 0.3 -0.3 0.4 0.07
H -0.556985 0.708806 -0.756554 -0.2 0.1 -0.2 0.02
C -0.644724 -3.159104 -0.118882 0.3 -0.2 0.2 -0.17
C -0.979253 -1.790596 -0.716240 0.3 -0.9 -0.8 -0.18
H -0.622018 -3.990891 -0.823988 -0.1 0.2 -0.2 0.06
H 0.352334 -3.156526 0.335426 -0.2 0.1 0.1 0.06
H -1.352265 -3.432120 0.661461 -0.1 0.0 0.0 0.06
H -1.395804 -1.155322 0.054158 0.0 0.4 -0.1 0.06
H -1.643334 -1.871324 -1.582718 -0.4 0.0 0.4 0.07
H -0.092656 -1.368014 -1.179135 0.3 0.3 0.4 0.06
```
Forces are in eV/Å.

## Properties
**SMILES**: CCC.CC
**Charge**: 0
**Maximum force**: 1.23 eV/A
**Energy above the lowest of the compared OMol25 structures with the same formula, charge and spin**: 10.2 kcal/mol

DFT (wB97M-V/def2-TZVPD) results for a cluster of 2 separate species, CH2IOP in total in a non-equilibrium geometry.

```
6
Properties=species:S:1:pos:R:3:forces:R:3:lowdin_charge:R:1
C -0.273434 0.197977 -0.894414 -1.3 0.1 5.5 -0.35
O 0.115557 0.216165 -1.958104 1.1 -0.2 -2.9 0.07
P 0.785456 -0.728946 1.140702 -1.6 -0.4 -1.9 0.27
I -1.108246 0.081746 2.443776 0.1 0.0 -0.1 0.24
H -1.218009 0.706787 -0.412536 1.0 -0.7 -0.7 0.03
H 1.466249 0.443951 1.242844 0.7 1.2 0.1 -0.25
```
Forces are in eV/Å.

## Properties
**Charge**: 0
**Maximum force**: 5.68 eV/A
**Energy above the lowest of the compared OMol25 structures with the same formula, charge and spin**: 28.0 kcal/mol

DFT (wB97M-V/def2-TZVPD) results for a structure of composition C46H58MnO4Se4 in a non-equilibrium geometry.

```
113
Properties=species:S:1:pos:R:3:forces:R:3:lowdin_charge:R:1
Mn 0.690528 2.491640 -1.672013 -1.3 -0.5 0.6 0.53
C 0.058729 5.279177 0.430274 0.0 -0.1 0.0 -0.05
O 0.052930 3.893430 0.059784 0.0 0.0 0.0 -0.22
C -0.227711 2.976005 1.067590 0.0 0.1 -0.1 -0.22
C 0.834010 2.425009 1.772810 0.0 0.0 0.1 -0.12
C 2.268014 2.805547 1.474905 0.0 0.0 0.1 -0.06
C 3.086479 1.663657 0.909046 0.1 0.0 0.0 -0.13
C 4.376315 1.435354 1.370849 0.0 0.0 0.0 0.01
C 5.184804 0.431885 0.846699 0.0 0.0 0.0 -0.19
C 4.636795 -0.350569 -0.165325 0.0 -0.1 0.1 -0.03
C 3.358238 -0.155340 -0.668039 0.0 0.0 0.0 -0.17
C 2.929100 -1.002824 -1.852214 0.0 -0.1 0.0 -0.08
C 1.469132 -1.354088 -1.992150 0.0 0.0 0.0 -0.12
C 0.978232 -2.498690 -1.377779 0.0 0.0 0.0 0.03
C -0.355786 -2.882308 -1.488480 0.0 0.0 0.0 -0.16
C -1.189252 -2.074221 -2.247374 0.0 0.0 0.0 0.02
C -0.746578 -0.908283 -2.865619 -0.1 -0.1 0.0 -0.11
C -1.781603 -0.020735 -3.532543 0.1 0.0 0.0 -0.07
C -2.731332 0.501808 -2.486233 -0.2 0.0 0.0 -0.14
C -3.970587 -0.096154 -2.276033 0.1 0.0 0.0 0.00
C -4.813154 0.288686 -1.240048 0.0 0.0 -0.1 -0.18
C -4.367180 1.321112 -0.413181 0.1 0.0 0.0 0.00
C -3.144777 1.947912 -0.595160 -0.2 0.0 0.0 -0.13
C -2.673085 3.020292 0.356735 0.0 0.0 0.0 -0.06
C -1.531733 2.529798 1.224110 -0.1 -0.1 0.1 -0.11
C -1.762393 1.524383 2.153550 0.0 0.0 0.0 0.03
C -0.736229 0.955377 2.902907 0.0 0.1 0.0 -0.15
C 0.554986 1.429456 2.701279 0.0 0.0 0.0 0.04
C -1.047703 -0.208130 3.841405 0.0 0.0 0.0 -0.55
C -2.140060 0.195968 4.837818 0.0 0.0 0.0 -0.05
C 0.179945 -0.660431 4.630478 0.0 0.0 0.0 -0.07
C -1.537596 -1.391872 2.995934 0.0 0.0 0.0 -0.05
C -2.313819 1.547911 -1.657118 0.4 0.2 0.0 -0.27
O -1.166587 2.163600 -1.870551 -0.1 0.0 -0.1 -0.15
C -6.168371 -0.366392 -0.979123 0.1 0.0 0.0 -0.56
C -6.465084 -1.495315 -1.966121 0.0 0.0 0.0 -0.07
C -6.184765 -0.960599 0.437147 0.0 0.0 0.0 -0.05
C -7.283649 0.679593 -1.096249 0.0 0.0 0.0 -0.05
C 0.594461 -0.575190 -2.746061 0.2 0.0 -0.1 -0.20
O 1.091481 0.596213 -3.299277 -0.1 0.1 0.0 -0.20
C 1.179361 0.669332 -4.720841 0.0 -0.1 0.1 -0.06
C -0.924954 -4.130784 -0.814494 0.0 0.1 0.0 -0.55
C -2.097614 -3.727734 0.091866 0.0 0.0 0.0 -0.04
C -1.426569 -5.106588 -1.885585 0.0 0.0 0.0 -0.05
C 0.114560 -4.848891 0.044793 0.0 0.0 0.0 -0.07
C 2.565192 0.877133 -0.134937 -0.1 0.0 -0.1 -0.31
O 1.342600 1.090496 -0.596846 0.3 -0.1 0.1 -0.17
C 6.618037 0.180445 1.309864 0.0 0.0 0.0 -0.56
C 6.739548 -1.240423 1.875549 0.0 0.0 0.0 -0.06
C 7.051932 1.166439 2.393932 0.0 0.0 0.0 -0.08
C 7.574341 0.329091 0.118555 0.0 0.0 0.0 -0.05
H -0.123133 5.366738 1.501877 0.0 0.0 0.0 0.10
H 1.026650 5.699446 0.158620 0.0 0.0 0.0 0.01
H -0.734051 5.789364 -0.119878 0.0 0.0 0.0 0.09
H 2.304126 3.657789 0.790828 0.0 0.0 0.0 0.08
H 2.742626 3.135606 2.403730 0.0 0.0 0.0 0.13
H 4.744869 2.078881 2.160316 0.0 0.0 0.0 0.10
H 5.233917 -1.144031 -0.606030 0.0 0.0 0.0 0.11
H 3.273803 -0.526947 -2.775379 0.0 0.1 0.0 0.09
H 3.475472 -1.947192 -1.773122 0.0 0.0 -0.1 0.12
H 1.672140 -3.082915 -0.786570 0.0 0.0 0.0 0.11
H -2.242914 -2.315655 -2.331889 0.0 0.0 0.0 0.11
H -1.307345 0.808072 -4.054387 0.0 0.0 0.0 0.10
H -2.341630 -0.610318 -4.263578 0.0 0.0 0.0 0.12
H -4.257740 -0.900561 -2.943233 0.0 0.0 0.0 0.10
H -4.986722 1.649859 0.416166 0.0 0.0 0.0 0.11
H -2.368610 3.909342 -0.196191 0.0 0.0 0.0 0.12
H -3.510100 3.296041 1.004051 0.0 0.0 0.0 0.12
H -2.775801 1.147394 2.245669 0.0 0.0 0.0 0.12
H 1.394409 0.983241 3.219565 0.0 0.0 0.0 0.12
H -1.820985 1.049136 5.439741 0.0 0.0 0.0 0.09
H -3.063671 0.473239 4.329045 0.0 0.0 0.0 0.07
H -2.364806 -0.633931 5.512482 0.0 0.0 0.0 0.08
H 0.596939 0.149360 5.232307 0.0 0.0 0.0 0.09
H -0.101099 -1.471795 5.305592 0.0 0.0 0.0 0.08
H 0.967754 -1.032853 3.973737 0.0 0.0 0.0 0.09
H -2.444961 -1.140268 2.444020 0.0 0.0 0.0 0.08
H -0.777829 -1.678482 2.266022 0.0 0.0 0.0 0.08
H -1.752511 -2.256264 3.630701 0.0 0.0 0.0 0.09
H -5.715517 -2.287045 -1.908707 0.0 0.0 0.0 0.08
H -7.436816 -1.936251 -1.732102 0.0 0.0 0.0 0.08
H -6.499818 -1.136411 -2.996344 0.0 0.0 0.0 0.08
H -5.397654 -1.708962 0.549654 0.0 0.0 0.0 0.08
H -6.022656 -0.192956 1.194486 0.0 0.0 0.0 0.07
H -7.147014 -1.438107 0.642384 0.0 0.0 0.0 0.08
H -7.284320 1.137160 -2.087161 0.0 0.0 0.0 0.09
H -8.259331 0.215263 -0.928704 0.0 0.0 0.0 0.08
H -7.157638 1.477077 -0.362812 0.0 0.0 0.0 0.07
H 0.705130 -0.198429 -5.181763 0.0 0.0 0.0 0.10
H 0.683341 1.580790 -5.057471 0.0 0.0 0.0 0.09
H 2.233245 0.709524 -5.005732 0.0 0.0 0.0 0.09
H -2.895049 -3.240422 -0.470697 0.0 0.0 0.0 0.07
H -2.520603 -4.608805 0.582561 0.0 0.0 0.0 0.09
H -1.768086 -3.029938 0.862571 0.0 0.0 0.0 0.06
H -2.220946 -4.659817 -2.485004 0.0 0.0 0.0 0.08
H -0.616382 -5.388692 -2.560844 0.0 0.0 0.0 0.09
H -1.820667 -6.014691 -1.422233 0.0 0.0 0.0 0.08
H 0.494508 -4.205021 0.840013 0.0 0.0 0.0 0.09
H -0.342301 -5.724589 0.511149 0.0 0.0 0.0 0.08
H 0.964865 -5.192496 -0.547417 0.0 0.0 0.0 0.08
H 6.071851 -1.375967 2.728930 0.0 0.0 0.0 0.09
H 6.475422 -1.987946 1.126328 0.0 0.0 0.0 0.07
H 7.763608 -1.438591 2.203853 0.0 0.0 0.0 0.08
H 6.428107 1.086648 3.286357 0.0 0.0 0.0 0.08
H 8.083230 0.955723 2.686463 0.0 0.0 0.0 0.08
H 7.006141 2.198223 2.041596 0.0 0.0 0.0 0.09
H 7.373065 -0.418562 -0.649237 0.0 0.0 0.0 0.08
H 7.471350 1.314082 -0.340295 0.0 0.0 0.0 0.09
H 8.610738 0.205850 0.445251 0.0 0.0 0.0 0.08
Se 4.454716 2.200447 -2.714484 -0.3 0.2 0.1 0.05
Se 5.388616 3.126540 -4.496637 0.2 0.0 -0.2 0.03
Se 3.244477 5.552883 -1.582651 -0.1 -0.3 0.0 -0.08
Se 2.452012 3.610007 -2.563996 1.2 0.7 -0.5 0.00
```
Forces are in eV/Å.

## Properties
**2S+1**: 5
**Charge**: -1
**Maximum force**: 1.54 eV/A
**Energy above the lowest of the compared OMol25 structures with the same formula, charge and spin**: 67.2 kcal/mol

DFT (wB97M-V/def2-TZVPD) results for the molecule C4H3NOS in a non-equilibrium geometry.

```
10
Properties=species:S:1:pos:R:3:forces:R:3:lowdin_charge:R:1
C -2.305188 -1.143404 -0.440063 0.3 0.1 0.0 0.16
C -1.315332 -0.561351 -0.070034 -0.9 -0.3 0.0 -0.16
C -0.232682 0.210353 0.456608 -0.3 0.3 0.6 -0.87
S -0.294656 1.129730 1.808947 -0.2 -0.5 -0.6 0.75
O 0.916588 0.163353 -0.219711 1.0 0.2 -0.2 -0.15
N 0.897909 -0.592852 -1.397728 1.8 0.0 -1.4 0.01
C 2.061998 -0.562568 -1.981396 -1.8 -0.1 1.8 0.03
H -3.178809 -1.658238 -0.808221 0.5 0.2 0.2 0.05
H 2.093575 -1.169131 -2.885619 0.3 0.3 0.2 0.08
H 2.928900 -0.063360 -1.498212 -0.6 -0.3 -0.6 0.10
```
Forces are in eV/Å.

## Properties
**SMILES**: C#CC(=S)ON=C
**Charge**: 0
**Maximum force**: 2.59 eV/A
**Energy above the lowest of the compared OMol25 structures with the same formula, charge and spin**: 80.5 kcal/mol